(1)
Density functional theory data (ωB97M-V/def2-TZVPD) for C28H12BrCl3F5N2O3Re as an isolated structure.

## Properties
Multiplicity: 2
Orbital gap (spin up / spin down): 0.247 / 0.250 Ha
HOMO energy (spin up / spin down): -11.02 / -11.29 eV
<S²>: 0.76
Total energy: -5941.471775 a.u.
Net charge: +1

Geometry as XYZ:
```
55
Properties=species:S:1:pos:R:3:forces:R:3:mulliken_charge:R:1
Re 0.40150 -0.52768 -0.06412 0.1 0.3 -0.2 0.767
Br -4.84866 -1.76396 4.98048 0.0 0.0 0.0 -0.162
C -3.32864 -1.68592 3.87076 0.0 0.1 0.0 -0.368
C -2.24106 -2.52521 4.11631 0.0 0.0 0.0 -0.297
C -1.12925 -2.47373 3.30568 0.0 0.0 0.0 -0.685
C -1.05692 -1.58876 2.22841 0.0 0.0 0.0 0.410
O 0.05717 -1.63718 1.49292 -0.1 0.0 0.1 -0.529
C -2.15615 -0.73166 1.97787 0.0 0.0 0.0 0.304
C -2.23861 0.24956 0.93886 0.0 -0.1 0.1 0.564
N -1.31873 0.52835 0.06857 0.0 0.0 0.0 0.426
C -1.48930 1.54220 -0.92616 0.0 0.0 0.0 0.803
C -2.54411 2.41132 -1.01003 0.0 0.0 0.0 -1.009
C -2.60683 3.36751 -2.04270 0.0 0.0 0.0 -1.084
C -1.61671 3.45632 -2.97769 0.0 0.0 0.0 -0.913
C -0.50532 2.58693 -2.91014 0.0 0.0 0.0 0.558
C 0.56808 2.62937 -3.83013 0.0 0.0 0.0 -0.525
C 1.62068 1.77058 -3.69301 0.0 0.0 0.0 -0.985
C 1.61240 0.85568 -2.62929 0.0 0.0 0.0 -0.099
N 0.62547 0.78162 -1.76321 0.0 0.0 0.1 0.268
C -0.44233 1.63224 -1.87999 0.0 0.1 0.0 0.823
C -3.28516 -0.80717 2.82082 0.0 0.0 0.0 -0.946
H -2.27641 -3.21872 4.94542 0.0 0.0 0.0 0.439
H -0.28339 -3.12272 3.48470 0.0 0.0 0.0 0.525
H -3.17065 0.80443 0.90086 0.0 0.0 0.0 0.149
H -3.34672 2.39045 -0.28684 0.0 0.0 0.0 0.405
H -3.45484 4.03651 -2.08177 0.0 0.0 0.0 0.413
H -1.66451 4.19177 -3.76966 0.0 0.0 0.0 0.448
H 0.54380 3.35242 -4.63575 0.0 0.0 0.0 0.467
H 2.45687 1.78106 -4.37618 0.0 0.0 0.0 0.435
H 2.43619 0.16921 -2.47677 0.0 0.0 0.0 0.540
H -4.12707 -0.15357 2.63201 0.0 0.0 0.0 0.535
Cl 2.25250 -6.12850 -4.06698 0.0 0.0 0.0 -0.181
C 1.47128 -4.81950 -3.26022 0.0 0.0 0.0 0.385
C 2.16654 -4.10541 -2.29692 0.0 0.0 0.0 -0.965
C 1.50496 -3.06672 -1.67724 0.0 0.0 0.0 1.176
Cl 2.33500 -2.11596 -0.45435 0.1 -0.1 -0.1 -0.176
C 0.19228 -2.70815 -1.96504 0.1 -0.1 0.0 -0.554
O -0.41995 -1.69009 -1.33817 -0.1 0.0 0.0 -0.400
C -0.46853 -3.44608 -2.94779 0.1 -0.1 0.0 0.434
Cl -2.08750 -3.03262 -3.34922 -0.1 0.0 0.0 -0.174
C 0.16361 -4.49743 -3.58938 0.0 0.0 0.0 -0.698
H 3.18631 -4.35630 -2.04372 0.0 0.0 0.0 0.492
H -0.36435 -5.06224 -4.34404 0.0 0.0 0.0 0.459
F 3.27733 3.72278 5.00622 0.0 0.0 0.0 -0.280
C 2.85081 2.99476 3.98342 0.0 0.0 0.0 0.556
C 1.51864 2.62846 3.89842 -0.1 0.0 0.0 -0.025
F 0.66007 3.00665 4.83926 0.0 0.0 0.0 -0.282
C 1.08095 1.86991 2.82815 0.1 0.0 0.0 0.383
F -0.20977 1.51865 2.74704 0.0 0.0 0.0 -0.129
C 1.95571 1.45628 1.83043 0.0 0.1 0.0 -0.119
O 1.54911 0.71492 0.80250 0.0 -0.2 0.0 -0.346
C 3.29181 1.83426 1.93160 0.0 0.0 0.0 0.017
F 4.14683 1.44500 0.98475 0.0 0.0 0.0 -0.285
C 3.73861 2.59503 2.99549 0.0 0.0 0.0 0.316
F 5.01701 2.94106 3.07554 0.0 0.0 0.0 -0.280
```
Forces are in eV/Å.

***

(2)
Density functional theory data (ωB97M-V/def2-TZVPD) for C28H12F15GeN4NiOS3 as an isolated structure.

## Properties
Orbital gap (spin up / spin down): 0.204 / 0.204 Ha
HOMO energy (spin up / spin down): -4.71 / -4.71 eV
Total energy: -7646.239101 a.u.
Net charge: -1

Geometry as XYZ:
```
65
Properties=species:S:1:pos:R:3:forces:R:3:mulliken_charge:R:1
Ni 2.78174 0.12375 -1.09846 -0.1 -0.5 0.2 -0.424
C 2.92931 0.47536 3.86041 0.0 0.0 0.1 -0.749
S 4.46374 0.94295 3.03753 0.0 0.0 0.0 -0.094
C 4.09165 0.53854 1.38727 -0.1 0.1 0.0 0.394
S 2.86262 -0.57906 0.98756 0.1 0.2 0.1 -0.324
N 4.83061 1.16526 0.49117 0.1 0.0 0.1 -1.214
N 4.42645 0.86412 -0.75415 0.0 -0.1 0.0 1.397
C 5.13651 1.22065 -1.77182 -0.1 0.0 0.1 -0.353
C 4.60028 0.84914 -3.05682 0.0 -0.1 -0.1 0.657
C 5.20557 1.18714 -4.26527 0.0 0.0 0.0 -1.009
C 4.63566 0.75659 -5.44563 0.0 0.0 0.0 -0.126
C 3.47068 0.00136 -5.39499 0.0 0.0 0.0 -0.896
C 2.91794 -0.27678 -4.15990 -0.2 0.0 0.0 0.283
N 3.45735 0.12479 -3.01130 0.2 0.3 0.0 -0.016
H 3.03692 0.81770 4.88925 0.0 0.0 0.0 0.388
H 2.76997 -0.59943 3.84966 0.0 0.0 0.0 0.347
H 2.09947 0.99710 3.38480 0.0 0.0 0.0 0.163
H 6.06630 1.75538 -1.63174 0.0 0.0 0.0 0.420
H 6.10703 1.78432 -4.25954 0.0 0.0 0.0 0.392
H 5.08822 1.00611 -6.39622 0.0 0.0 0.0 0.417
H 2.99152 -0.36152 -6.29257 0.0 0.0 0.0 0.401
H 2.00350 -0.84797 -4.07993 0.0 0.0 0.0 0.218
N 1.60062 2.78228 1.63398 0.1 0.0 -0.1 -0.647
C 1.60875 2.58685 0.49110 0.0 0.0 0.2 0.585
C 0.49785 -1.79335 -2.02132 0.0 0.0 0.1 -0.778
O 1.02184 -0.72491 -1.23786 0.1 0.1 -0.3 0.624
H 1.23004 -2.59663 -1.99279 0.0 0.0 -0.1 0.410
H 0.30672 -1.47997 -3.04978 0.0 0.0 0.0 0.254
H -0.43303 -2.14231 -1.57533 0.0 0.0 0.0 0.094
H 0.36803 -0.01766 -1.09297 0.0 0.0 0.1 -0.218
F -2.72627 -1.57149 -1.46080 0.0 0.0 0.0 -0.403
C -2.60408 -0.22440 -1.54773 0.1 0.0 0.0 0.470
C -2.08129 0.51196 -0.50183 -0.1 0.0 0.0 -0.681
C -1.99382 1.87602 -0.73898 -0.1 0.0 0.0 0.748
F -1.51375 2.67388 0.22430 0.0 0.0 0.0 -0.413
C -2.40390 2.48288 -1.91068 0.0 0.0 0.0 0.098
F -2.31284 3.80647 -2.07993 0.0 0.0 0.0 -0.333
C -2.91936 1.69946 -2.92794 0.0 0.0 0.0 0.679
F -3.31109 2.25797 -4.08118 0.0 0.0 0.0 -0.340
C -3.01975 0.33430 -2.74655 0.0 0.0 0.0 0.130
F -3.51259 -0.43286 -3.73404 0.0 0.0 0.0 -0.336
Ge -1.11252 -0.15585 1.20814 0.0 0.0 0.0 0.423
S 1.62897 2.29223 -1.15967 -0.1 0.1 -0.1 -0.472
C -2.06540 -1.98716 1.34037 -0.1 -0.1 -0.1 -0.595
C -3.42835 -2.19329 1.46085 0.0 0.0 0.0 1.061
F -4.28037 -1.15371 1.42217 0.0 0.0 0.0 -0.360
C -4.00032 -3.44642 1.58630 0.0 0.0 0.0 0.055
F -5.32860 -3.59975 1.69590 0.0 0.0 0.0 -0.323
C -3.18624 -4.56539 1.58121 0.0 0.0 0.0 0.766
F -3.71990 -5.78826 1.69862 0.0 0.0 0.0 -0.328
C -1.82087 -4.41162 1.44640 0.0 0.0 0.0 -0.170
F -1.02837 -5.49506 1.42919 0.0 0.0 0.0 -0.326
C -1.29625 -3.13429 1.32723 0.0 0.0 0.0 0.076
F 0.04282 -3.05404 1.17323 0.0 0.0 0.0 -0.305
C -2.32370 0.68481 2.64037 0.0 0.0 0.0 -0.812
C -1.92958 0.41518 3.93894 0.0 0.0 0.0 0.141
F -0.88986 -0.41920 4.15767 0.0 0.0 0.0 -0.377
C -2.54406 0.94150 5.06047 0.0 0.0 0.0 -0.140
F -2.11736 0.63899 6.29625 0.0 0.0 0.0 -0.315
C -3.61893 1.79329 4.89464 0.0 0.0 0.0 0.756
F -4.23500 2.32119 5.96068 0.0 0.0 0.0 -0.328
C -4.05760 2.08733 3.61739 0.0 0.0 0.0 0.008
F -5.11421 2.89804 3.45482 0.0 0.0 0.0 -0.318
C -3.41317 1.52936 2.52586 0.0 -0.1 0.0 1.011
F -3.93627 1.82815 1.32401 0.0 0.0 0.0 -0.341
```
Forces are in eV/Å.

***

(3)
Density functional theory data (ωB97M-V/def2-TZVPD) for C28H16Cl3F4N6O7PtS as an isolated structure in a non-equilibrium geometry.

## Properties
Multiplicity: 5
Orbital gap (spin up / spin down): 0.299 / 0.171 Ha
HOMO energy (spin up / spin down): -11.93 / -12.59 eV
<S²>: 6.07
Total energy: -4228.756520 a.u.
Net charge: +1

Geometry as XYZ:
```
66
Properties=species:S:1:pos:R:3:forces:R:3:mulliken_charge:R:1
Pt 4.28537 -3.80003 17.30655 -1.6 1.9 1.0 1.381
O 7.92867 -9.01478 16.92007 -1.2 2.2 -0.2 -0.552
C 6.85761 -8.93071 17.69754 -0.5 -2.2 0.4 0.403
O 6.50390 -9.83815 18.45351 0.6 1.7 -1.0 -0.590
C 5.94974 -7.70937 17.63324 0.3 1.2 0.0 0.038
C 4.74373 -7.66399 18.34113 -0.3 -0.5 -0.3 -0.443
N 4.26289 -6.44017 18.33269 0.9 0.6 -0.1 0.252
N 5.14077 -5.57397 17.70651 0.6 -2.1 -0.2 -0.279
C 6.14815 -6.37367 17.18459 -0.5 -0.9 1.4 0.490
C 7.43080 -5.94150 16.46701 -0.7 -0.4 -0.2 0.293
O 7.86681 -6.79391 15.67113 0.1 0.8 0.4 -0.745
O 7.89165 -4.82050 16.76144 0.1 0.5 0.5 -0.486
H 7.92038 -8.11023 16.34274 0.4 -1.7 0.5 0.466
H 4.14899 -8.46061 18.75744 0.3 -0.1 0.2 0.565
H 3.43487 -6.05461 18.82039 -0.2 -0.1 -0.1 0.162
C 2.77048 -2.96366 16.20588 -0.3 -0.2 -1.3 -1.167
H 1.85357 -3.51402 16.45090 0.3 0.2 0.1 0.406
H 2.96720 -3.10145 15.12323 0.0 0.1 0.7 0.369
H 2.64033 -1.89290 16.42932 0.3 -0.4 0.2 0.363
Cl -0.59713 -3.66245 19.34998 0.9 0.2 0.3 -0.105
C 1.00056 -3.00318 19.85940 -0.4 -0.4 0.5 0.674
Cl 1.08896 -2.88326 21.67052 -0.1 -0.3 -0.8 -0.141
Cl 1.18510 -1.40393 19.21368 -0.1 0.6 -0.2 -0.118
C 2.15034 -3.95871 19.35730 -2.7 -1.3 1.5 0.189
O 1.98719 -5.16136 19.55474 1.0 0.8 -0.6 -0.836
O 3.09511 -3.33630 18.81578 0.9 -0.3 -0.2 -0.482
F 10.36112 -1.11610 15.08063 -1.6 0.4 0.9 -0.313
C 9.30808 -0.51970 15.72166 1.6 -0.5 -0.6 0.166
C 9.62641 0.54528 16.56664 0.9 0.3 -0.4 0.632
F 10.92069 0.96377 16.62278 -1.5 -0.6 0.1 -0.293
C 8.64990 1.21052 17.32222 -1.1 -0.8 0.2 0.207
C 7.30321 0.81275 17.12050 0.1 -0.3 0.3 0.264
C 7.04337 0.01787 16.01478 -1.6 -0.5 -1.0 0.642
F 5.83555 0.19937 15.36911 1.2 -1.2 1.4 -0.335
C 7.97564 -0.92952 15.48663 0.3 2.6 0.8 0.483
C 7.52209 -2.13823 14.87610 0.3 -0.4 -1.1 0.200
C 6.39779 -2.75595 15.40996 -2.5 -1.4 2.2 0.475
N 5.56136 -3.26151 16.05799 3.4 1.3 -3.9 -0.631
C 8.16791 -2.84630 13.85562 1.7 -1.3 -2.0 -0.162
N 8.71789 -3.45559 13.00759 -1.3 1.4 1.9 -0.370
F 6.28205 1.05061 18.00108 1.3 0.5 -1.5 -0.317
C 8.91177 2.22814 18.30566 0.5 0.6 0.8 0.344
C 7.91167 3.15735 18.66707 -1.9 2.6 0.9 -0.019
N 7.14924 4.01027 18.98659 2.2 -2.6 -1.0 -0.396
C 10.12856 2.33383 19.02464 3.0 0.1 1.9 -0.039
N 11.11996 2.40525 19.68436 -3.3 -0.3 -2.3 -0.387
C 4.06835 -5.90701 24.17644 -0.4 -0.4 0.5 -1.348
C 4.87867 -5.32917 23.03803 0.1 -0.5 0.5 0.758
C 6.07080 -5.95107 22.63239 0.3 -0.4 -0.6 -0.887
C 6.76425 -5.47027 21.52743 0.0 0.2 0.1 -0.908
C 6.34282 -4.30232 20.88344 0.3 -0.3 -0.5 0.372
C 5.21336 -3.61815 21.32678 -0.8 0.3 -0.2 -0.493
C 4.47261 -4.16625 22.38552 0.7 0.6 -0.6 -0.354
S 7.22645 -3.79762 19.35990 -0.5 1.4 1.5 1.237
C 8.72907 -3.02353 20.03738 1.2 0.2 0.2 -1.107
O 6.46423 -2.68172 18.74867 0.4 -0.6 0.1 -0.521
H 4.43272 -6.91683 24.46929 -0.1 0.7 -0.3 0.360
H 2.98669 -6.02499 23.91630 0.9 0.3 0.1 0.342
H 4.12109 -5.26780 25.09189 0.0 -0.3 -0.8 0.324
H 6.43681 -6.89661 23.07032 -0.4 0.7 0.0 0.314
H 7.66656 -5.94864 21.18750 0.1 -0.4 -0.1 0.491
H 4.89567 -2.67710 20.84392 0.1 -0.7 0.3 0.435
H 3.58676 -3.64692 22.71532 -0.1 0.0 0.0 0.500
H 8.48011 -2.01708 20.42423 -0.4 -0.6 -0.2 0.373
H 9.48018 -2.87135 19.24145 -0.5 -0.4 0.2 0.396
H 9.17067 -3.62254 20.86421 -0.5 0.1 -0.7 0.458
```
Forces are in eV/Å.

***

(4)
Density functional theory data (ωB97M-V/def2-TZVPD) for C28H18Br2CuN5S as an isolated structure.

## Properties
Multiplicity: 2
Orbital gap (spin up / spin down): 0.276 / 0.271 Ha
HOMO energy (spin up / spin down): -11.01 / -10.97 eV
<S²>: 0.75
Total energy: -8538.148238 a.u.
Net charge: +1

Geometry as XYZ:
```
55
Properties=species:S:1:pos:R:3:forces:R:3:mulliken_charge:R:1
Cu 0.42103 0.74053 -0.64623 0.8 0.2 -0.4 -1.727
S -6.05337 -2.62205 0.13026 -0.1 0.0 0.0 0.187
N -5.58754 -1.14987 0.57812 -0.1 0.1 0.1 -0.653
C -4.37998 -0.95778 0.08301 0.1 -0.4 -0.3 0.843
C -3.58746 0.23886 0.23537 0.2 0.2 -0.1 0.081
C -4.03173 1.38645 0.89718 0.1 -0.1 0.0 -0.673
C -3.19926 2.48269 0.95694 -0.1 0.0 0.0 -0.766
C -1.92707 2.39438 0.40077 0.0 0.1 0.1 -0.213
N -1.48335 1.30196 -0.20511 -0.2 -0.2 0.2 0.455
C -2.30778 0.24081 -0.33146 -0.3 0.3 0.2 0.252
C -1.81432 -0.90135 -1.09585 -0.1 -0.5 -0.2 0.279
N -0.58808 -0.78833 -1.63371 -0.2 0.1 0.1 -0.219
C -0.09874 -1.77662 -2.36191 0.0 -0.1 0.0 -0.047
C -0.80341 -2.95961 -2.58031 -0.1 0.0 0.0 -0.929
C -2.05395 -3.10455 -2.02313 0.0 0.0 0.0 -0.527
C -2.59137 -2.05275 -1.27554 0.3 0.2 0.0 0.305
C -3.89799 -2.07630 -0.66355 -0.2 0.3 0.3 0.830
N -4.75824 -3.07495 -0.70824 0.0 -0.2 -0.1 -0.664
H -5.01838 1.38554 1.34133 0.0 0.1 0.0 0.576
H -3.51663 3.39864 1.43425 0.0 0.0 0.0 0.469
H -1.23799 3.22774 0.46239 0.0 -0.1 0.0 0.372
H 0.88986 -1.62095 -2.77665 0.0 0.0 0.0 0.393
H -0.36375 -3.74456 -3.17868 0.0 0.0 0.0 0.447
H -2.63243 -4.01094 -2.14452 0.0 0.0 -0.1 0.552
C 3.72839 0.55435 -3.35868 -0.1 0.0 0.0 -0.638
C 4.68802 -0.02327 -2.54141 0.1 0.0 0.0 -0.886
C 4.38451 -0.32949 -1.22606 -0.1 0.0 0.2 -0.626
C 3.11579 -0.04905 -0.71393 0.1 0.1 -0.4 0.551
C 2.15150 0.53680 -1.53983 -0.3 0.0 0.3 0.109
C 2.45736 0.82693 -2.85755 0.1 0.0 -0.1 0.262
C 2.72174 -0.34749 0.67047 -0.2 0.0 0.2 1.969
C 3.58608 -0.99634 1.58137 0.1 -0.1 0.1 -1.097
C 3.15971 -1.27366 2.84239 0.1 0.0 0.0 -0.860
C 1.85870 -0.90689 3.24315 -0.2 0.1 -0.2 1.154
C 1.35696 -1.17493 4.53516 0.0 0.0 0.1 -0.941
C 0.09222 -0.79716 4.88311 0.0 0.0 0.1 -0.579
C -0.71590 -0.12249 3.95008 0.0 0.0 -0.1 -0.654
C -0.25235 0.15005 2.69240 0.0 0.0 -0.1 -0.321
C 1.04266 -0.24205 2.29150 0.2 -0.2 0.4 0.015
N 1.49233 0.01472 1.02532 0.0 0.1 -0.1 -0.213
H 3.96201 0.79437 -4.38856 0.0 0.0 0.0 0.432
H 5.67526 -0.23697 -2.92901 0.0 0.0 0.0 0.410
H 5.14192 -0.78836 -0.60415 0.0 0.0 0.0 0.408
H 1.71627 1.26873 -3.51410 0.0 0.0 0.0 0.406
H 4.58028 -1.27888 1.27262 0.0 0.0 0.0 0.355
H 3.81005 -1.77461 3.54926 0.0 0.0 0.0 0.452
H 1.99523 -1.68477 5.24620 0.0 0.0 0.0 0.418
H -0.29281 -1.00340 5.87257 0.0 0.0 0.0 0.401
H -1.71367 0.19181 4.22805 0.0 0.0 0.0 0.468
H -0.86565 0.68740 1.99080 -0.1 0.0 0.0 0.331
Br 1.29931 4.06872 -0.68737 -0.1 0.0 -0.1 -0.098
C 0.35895 4.58194 -2.29760 0.0 -0.2 0.1 -0.574
Br -0.68635 3.13190 -3.02991 0.1 0.1 0.0 -0.093
H 1.09219 4.87933 -3.03403 0.0 0.0 0.0 0.408
H -0.31879 5.38576 -2.04701 0.0 0.0 0.0 0.411
```
Forces are in eV/Å.